Record 1
Computed, not measured: a molecular structure, C48H36N4O4PbSbSe4 at a distorted geometry, with wB97M-V/def2-TZVPD.

Structure (XYZ):
```
98
C48H36N4O4PbSbSe4 (wB97M-V/def2-TZVPD)
Pb 1.272 -0.055 -0.044
C -2.854 -5.780 7.537
O -3.084 -5.864 6.089
C -2.430 -5.002 5.281
C -2.945 -5.015 3.946
C -2.375 -4.222 3.007
C -1.259 -3.397 3.313
C -0.702 -3.511 4.629
C -1.255 -4.272 5.620
C -0.800 -2.411 2.265
C -0.730 -1.020 2.678
C -1.295 -0.601 3.937
C -1.049 0.737 4.068
C -0.249 1.082 2.886
N -0.112 -0.021 2.032
C 0.400 2.388 2.596
C 0.226 2.914 1.259
C -0.053 4.340 0.949
C -0.218 4.403 -0.424
C -0.035 3.061 -0.951
C -0.267 2.675 -2.309
C -0.791 3.695 -3.272
C -1.998 3.505 -3.967
C -2.551 4.478 -4.785
C -1.750 5.563 -5.143
O -2.201 6.520 -6.046
C -3.064 5.963 -7.142
C -0.437 5.734 -4.629
C -0.015 4.854 -3.627
C -0.160 1.332 -2.816
N -0.025 0.177 -2.087
C -0.081 -0.925 -2.973
C -0.058 -2.340 -2.672
C 0.095 -3.360 -3.755
C -0.860 -3.431 -4.804
C -0.792 -4.362 -5.818
C 0.417 -5.038 -5.952
O 0.540 -5.736 -7.107
C 1.693 -6.595 -7.388
C 1.406 -4.995 -4.970
C 1.201 -4.141 -3.888
C -0.135 -2.842 -1.263
C -0.244 -4.215 -0.857
C -0.382 -4.272 0.496
C -0.499 -2.911 0.943
N -0.192 -2.033 -0.139
C -0.054 -0.421 -4.330
C -0.148 0.960 -4.243
N 0.250 2.184 0.075
C 1.126 3.159 3.667
C 1.970 4.200 3.243
C 2.461 5.091 4.163
C 2.220 4.843 5.562
O 2.790 5.806 6.384
C 2.485 5.838 7.804
C 1.585 3.694 5.941
C 0.995 2.837 5.033
H -3.793 -6.016 8.003
H -2.529 -4.757 7.767
H -2.071 -6.407 7.913
H -3.804 -5.698 3.744
H -2.702 -4.244 1.972
H 0.260 -3.048 4.800
H -0.723 -4.380 6.605
H -1.853 -1.168 4.672
H -1.375 1.452 4.858
H -0.096 5.161 1.624
H -0.528 5.256 -0.999
H -2.592 2.633 -3.691
H -3.569 4.405 -5.076
H -2.874 6.662 -7.967
H -4.119 6.000 -6.794
H -2.754 4.926 -7.264
H 0.114 6.638 -5.001
H 1.012 4.916 -3.234
H -1.590 -2.620 -4.755
H -1.596 -4.364 -6.591
H 1.482 -7.044 -8.331
H 1.769 -7.342 -6.570
H 2.653 -6.018 -7.385
H 2.405 -5.490 -5.204
H 1.951 -4.193 -3.050
H -0.373 -5.049 -1.558
H -0.378 -5.209 1.079
H -0.007 -1.019 -5.264
H -0.323 1.668 -5.054
H 1.985 4.327 2.144
H 2.964 6.023 3.865
H 2.400 6.858 8.122
H 3.301 5.259 8.358
H 1.539 5.331 8.002
H 1.552 3.472 7.005
H 0.472 1.943 5.332
Se 5.973 1.547 1.558
Sb 6.980 -0.012 0.107
Se 5.653 0.380 -2.168
Se 5.444 -2.310 1.481
Se 4.758 -1.713 -1.052
```

- HOMO level (alpha / beta): -8.260 / -8.094 eV
- Gap between HOMO and LUMO (alpha / beta): 2.270 / 1.981 eV
- Charge: +1
- Energy: -12409.09713 a.u.



Record 2
Computed, not measured: a molecular structure, C48H36N4OPtS at a distorted geometry, with wB97M-V/def2-TZVPD.

Structure (XYZ):
```
91
C48H36N4OPtS (wB97M-V/def2-TZVPD)
Pt -0.329 -0.340 0.581
C -7.157 -2.153 -2.450
C -7.027 -2.176 -1.072
C -5.799 -1.933 -0.485
C -4.684 -1.630 -1.266
C -4.826 -1.628 -2.654
C -6.049 -1.895 -3.239
C -3.388 -1.309 -0.655
C -3.350 -0.314 0.343
C -4.486 0.401 0.810
C -4.071 1.163 1.865
C -2.677 0.940 2.014
C -1.883 1.562 3.000
C -2.593 2.271 4.079
C -3.519 1.570 4.852
C -4.226 2.200 5.857
C -4.010 3.543 6.120
C -3.068 4.243 5.384
C -2.363 3.614 4.373
C -0.494 1.516 3.002
N 0.290 0.882 2.079
C 1.588 1.120 2.436
C 2.726 0.697 1.754
C 4.032 1.191 2.221
C 4.272 2.561 2.320
C 5.497 3.035 2.749
C 6.495 2.146 3.114
C 6.264 0.781 3.036
C 5.046 0.305 2.586
C 2.701 -0.153 0.623
C 3.832 -0.469 -0.170
C 3.404 -1.327 -1.149
C 2.017 -1.526 -0.939
N 1.600 -0.790 0.131
C 1.205 -2.364 -1.735
C -0.175 -2.477 -1.590
C -0.994 -3.400 -2.321
C -2.284 -3.095 -2.029
C -2.258 -1.992 -1.114
N -0.966 -1.679 -0.814
C 1.844 -3.126 -2.817
C 2.890 -4.007 -2.547
C 3.466 -4.736 -3.568
C 3.032 -4.574 -4.874
C 2.010 -3.685 -5.157
C 1.406 -2.982 -4.133
C 1.620 1.894 3.644
C 0.334 2.135 3.993
N -2.246 0.063 1.060
H -8.122 -2.321 -2.904
H -7.887 -2.387 -0.452
H -5.690 -1.987 0.589
H -3.974 -1.389 -3.272
H -6.141 -1.895 -4.315
H -5.475 0.349 0.401
H -4.672 1.828 2.453
H -3.674 0.520 4.648
H -4.942 1.645 6.448
H -4.582 4.038 6.890
H -2.884 5.284 5.608
H -1.657 4.174 3.778
H 3.496 3.257 2.040
H 5.666 4.102 2.792
H 7.449 2.514 3.463
H 7.033 0.076 3.322
H 4.865 -0.759 2.532
H 4.825 -0.089 -0.031
H 3.982 -1.757 -1.945
H -0.633 -4.186 -2.957
H -3.169 -3.591 -2.378
H 3.222 -4.124 -1.526
H 4.259 -5.437 -3.354
H 3.494 -5.140 -5.667
H 1.685 -3.544 -6.178
H 0.593 -2.302 -4.347
H 2.503 2.197 4.170
H -0.022 2.667 4.851
O -0.033 1.265 -1.285
S 0.399 2.082 -2.432
C 2.089 2.721 -2.027
C 2.974 2.403 -3.218
C 2.609 0.978 -3.624
C 1.093 0.937 -3.721
H 2.419 2.198 -1.130
H 2.002 3.782 -1.807
H 4.032 2.476 -2.961
H 2.769 3.091 -4.044
H 2.955 0.280 -2.857
H 3.072 0.698 -4.572
H 0.674 -0.053 -3.549
H 0.747 1.325 -4.679
```

- HOMO level: -6.638 eV
- Gap between HOMO and LUMO: 5.698 eV
- Charge: 0
- Relative energy (zero: lowest compared OMol25 entry of this formula, charge and spin): 0.876 eV
- Energy: -2662.56169 a.u.



Record 3
Computed, not measured: a molecular structure, C48H37CoNO2, with wB97M-V/def2-TZVPD.

Structure (XYZ):
```
89
C48H37CoNO2 (wB97M-V/def2-TZVPD)
Co -0.056 -0.379 0.349
O -0.788 -1.663 -0.883
C -1.981 -1.532 -1.548
C -2.648 -0.142 -1.271
C -1.793 1.041 -1.618
C -2.095 1.901 -2.668
C -1.251 2.965 -2.935
C -0.128 3.147 -2.149
C 0.119 2.255 -1.114
C 1.370 2.328 -0.288
C 2.309 1.102 -0.556
O 1.793 -0.052 -0.014
C 2.445 1.008 -2.084
C 3.176 1.949 -2.806
C 3.174 1.937 -4.195
C 2.435 0.980 -4.881
C 1.713 0.033 -4.167
C 1.725 0.041 -2.776
C 3.688 1.339 0.080
C 4.710 0.445 -0.236
C 5.959 0.548 0.352
C 6.216 1.555 1.279
C 5.207 2.444 1.608
C 3.953 2.335 1.012
N -0.714 1.245 -0.855
C -1.749 -1.784 -3.050
C -0.739 -2.681 -3.396
C -0.496 -3.010 -4.720
C -1.248 -2.430 -5.737
C -2.247 -1.527 -5.408
C -2.496 -1.213 -4.075
C -3.007 -2.571 -1.033
C -2.765 -3.193 0.186
C -3.683 -4.088 0.722
C -4.857 -4.384 0.041
C -5.105 -3.771 -1.180
C -4.187 -2.873 -1.710
H -3.614 -0.067 -1.773
H -2.834 -0.124 -0.192
H -2.979 1.727 -3.267
H -1.463 3.640 -3.755
H 0.573 3.948 -2.346
H 1.886 3.262 -0.516
H 1.113 2.304 0.774
H 3.755 2.698 -2.275
H 3.753 2.674 -4.742
H 2.427 0.972 -5.965
H 1.130 -0.717 -4.689
H 1.161 -0.696 -2.213
H 4.507 -0.345 -0.949
H 6.738 -0.160 0.091
H 7.192 1.638 1.743
H 5.390 3.228 2.335
H 3.178 3.037 1.292
H -0.141 -3.101 -2.597
H 0.295 -3.709 -4.963
H -1.053 -2.675 -6.774
H -2.838 -1.062 -6.188
H -3.290 -0.512 -3.848
H -1.847 -2.955 0.707
H -3.479 -4.554 1.679
H -5.572 -5.085 0.456
H -6.015 -3.994 -1.725
H -4.393 -2.413 -2.670
C -1.037 -0.224 2.065
C -1.898 -0.093 2.937
C -2.850 0.035 3.941
C -2.422 0.524 5.259
C -3.106 0.190 6.437
C -2.664 0.633 7.674
C -1.524 1.420 7.776
C -0.823 1.746 6.619
C -1.262 1.304 5.383
C -4.243 -0.314 3.645
C -4.529 -1.271 2.662
C -5.834 -1.597 2.331
C -6.897 -0.964 2.965
C -6.633 0.000 3.931
C -5.327 0.320 4.270
H -3.981 -0.444 6.378
H -3.208 0.350 8.568
H -1.181 1.764 8.743
H 0.075 2.349 6.684
H -0.706 1.543 4.484
H -3.699 -1.770 2.169
H -6.015 -2.350 1.572
H -7.919 -1.209 2.702
H -7.452 0.516 4.418
H -5.144 1.093 5.004
```

- HOMO level (alpha / beta): -3.852 / -5.479 eV
- ⟨S²⟩: 6.0429
- Gap between HOMO and LUMO (alpha / beta): 6.495 / 7.456 eV
- Charge: -1
- 2S+1: 5
- Energy: -3439.38377 a.u.